<1>
Density functional theory data (ωB97M-V with the def2-TZVPD basis set) for a 2-piece molecular cluster, CH3FN2O overall.

Atoms and positions in Å:
C (0.34, -0.50, -0.15)
N (-1.09, -0.51, -0.03)
N (0.82, 0.80, -0.42)
O (0.95, -1.53, 0.00)
F (2.12, 0.99, 0.15)
H (-1.75, 0.28, -0.28)
H (-1.49, -1.31, 0.51)
H (0.10, 1.78, 0.22)

HOMO energy = -10.445 eV
Kohn-Sham gap = 0.3776 Ha

---

<2>
Density functional theory data (ωB97M-V with the def2-TZVPD basis set) for a single CH3FN2O molecule.

Atoms and positions in Å:
N (-1.21, -0.18, 0.16)
C (0.32, -0.50, -0.13)
O (0.75, -1.58, -0.18)
N (0.88, 0.77, -0.12)
F (2.22, 0.93, 0.15)
H (-1.58, 0.12, -0.75)
H (-1.75, -0.98, 0.42)
H (0.37, 1.41, 0.45)

SMILES = NC(=O)NF
HOMO energy = -10.480 eV
Kohn-Sham gap = 0.4148 Ha

---

Most stable pick: <2>. Distance to second place: 111.1 kJ/mol.

---

<1>
Density functional theory data (ωB97M-V with the def2-TZVPD basis set) for a 2-piece molecular cluster, C6H15N2S overall.

Atoms and positions in Å:
C (-0.67, 0.23, 1.43)
C (0.01, 0.60, 0.18)
C (0.29, 2.01, -0.13)
C (-3.04, 0.54, 0.57)
C (-2.04, -0.43, 1.18)
C (2.98, -1.10, -0.92)
N (2.99, -1.88, -2.00)
N (0.38, -0.34, -0.63)
S (2.56, -1.62, 0.58)
H (-0.82, 1.11, 2.07)
H (-0.63, 2.59, -0.11)
H (0.78, 2.15, -1.09)
H (0.92, 2.42, 0.66)
H (-2.70, 0.92, -0.39)
H (-3.99, 0.03, 0.41)
H (-3.22, 1.38, 1.24)
H (-1.93, -1.30, 0.53)
H (-2.42, -0.79, 2.14)
H (3.31, -0.08, -1.07)
H (2.81, -2.87, -1.88)
H (3.47, -1.61, -2.84)
H (0.19, -1.31, -0.39)
H (0.81, -0.16, -1.53)
H (-0.03, -0.48, 1.96)

HOMO energy = -12.316 eV
Kohn-Sham gap = 0.3119 Ha
Net charge = +1

---

<2>
Density functional theory data (ωB97M-V with the def2-TZVPD basis set) for a 2-piece molecular cluster, C6H15N2S overall.

Atoms and positions in Å:
C (1.21, -1.75, 0.43)
C (-1.54, -0.97, 0.29)
C (-0.23, -0.25, -1.67)
C (-1.18, 2.18, 0.22)
C (0.77, 1.17, 1.49)
C (-0.42, -0.20, -0.22)
N (2.08, -2.08, -0.50)
N (0.00, 1.17, 0.19)
S (1.04, -2.10, 1.96)
H (-1.63, -1.07, 1.37)
H (-1.32, -1.95, -0.15)
H (-2.61, -0.89, -0.03)
H (-0.47, 0.67, -2.25)
H (-0.69, -1.13, -2.26)
H (0.79, -0.34, -2.07)
H (-0.83, 3.20, -0.09)
H (-1.76, 1.99, -0.75)
H (-1.76, 2.06, 1.01)
H (1.55, 0.41, 1.48)
H (1.33, 2.15, 1.74)
H (0.03, 0.88, 2.29)
H (1.85, -2.34, -1.49)
H (3.04, -2.27, -0.49)
H (0.75, 1.48, -0.51)

HOMO energy (alpha / beta) = -11.455 / -11.457 eV
Kohn-Sham gap (alpha / beta) = 0.2821 / 0.2822 Ha
Net charge = +1

---

Most stable pick: <1>. Distance to second place: 436.5 kJ/mol.

---

<1>
Density functional theory data (ωB97M-V with the def2-TZVPD basis set) for a single C5H12N2O molecule.

Atoms and positions in Å:
N (-1.44, 1.29, -2.34)
C (-1.65, 0.55, -1.08)
C (-0.54, 0.84, -0.09)
C (0.74, 0.04, -0.40)
C (0.83, -1.28, 0.33)
N (0.88, -1.22, 1.80)
C (1.58, -0.30, 2.50)
O (2.43, 0.43, 2.02)
H (-2.24, 1.25, -2.96)
H (-0.67, 0.88, -2.86)
H (-1.66, -0.53, -1.28)
H (-2.65, 0.80, -0.73)
H (-0.27, 1.90, -0.05)
H (-0.90, 0.58, 0.91)
H (0.86, -0.16, -1.48)
H (1.60, 0.66, -0.19)
H (-0.08, -1.84, 0.10)
H (1.68, -1.87, -0.02)
H (0.14, -1.74, 2.24)
H (1.35, -0.28, 3.58)

SMILES = NCCCCNC=O
HOMO energy = -9.331 eV
Kohn-Sham gap = 0.3718 Ha

---

<2>
Density functional theory data (ωB97M-V with the def2-TZVPD basis set) for a single C5H12N2O molecule.

Atoms and positions in Å:
C (-1.74, 0.21, -1.41)
C (-0.34, 0.20, -0.82)
C (0.63, -0.51, -1.51)
O (0.07, 1.73, -0.55)
H (0.83, 1.88, -1.13)
H (-2.37, 0.88, -0.82)
H (-1.75, 0.56, -2.44)
H (-2.17, -0.79, -1.36)
H (0.39, -1.09, -2.39)
H (1.69, -0.38, -1.32)
N (1.84, 0.17, 1.50)
N (-0.50, -1.56, 1.25)
C (0.60, 0.67, 1.46)
C (-0.51, -0.15, 0.99)
H (2.63, 0.80, 1.44)
H (-0.42, -1.82, 2.22)
H (0.14, -2.03, 0.62)
H (1.98, -0.77, 1.17)
H (0.46, 1.68, 1.81)
H (-1.45, 0.31, 1.29)

HOMO energy (alpha / beta) = -6.547 / -6.546 eV
Kohn-Sham gap (alpha / beta) = 0.2566 / 0.2565 Ha

---

Most stable pick: <1>. Distance to second place: 358.0 kJ/mol.

---

<1>
Density functional theory data (ωB97M-V with the def2-TZVPD basis set) for a single C3H8N2OS molecule.

Atoms and positions in Å:
H (-1.56, -0.21, -2.27)
N (-2.31, -0.74, -1.83)
C (-1.83, -1.55, -1.00)
N (-0.45, -1.77, -0.66)
S (0.75, -0.92, -1.42)
C (0.84, 0.61, -0.39)
O (1.19, 0.21, 0.93)
C (1.19, 1.34, 1.78)
H (-2.47, -2.12, -0.32)
H (-0.26, -2.12, 0.26)
H (1.52, 1.33, -0.78)
H (-0.15, 1.02, -0.39)
H (1.88, 2.18, 1.51)
H (1.47, 0.97, 2.76)
H (0.20, 1.75, 1.84)

SMILES = [H]/N=C\NSCOC
HOMO energy = -9.340 eV
Kohn-Sham gap = 0.3739 Ha

---

<2>
Density functional theory data (ωB97M-V with the def2-TZVPD basis set) for a single C3H8N2OS molecule.

Atoms and positions in Å:
C (-0.29, 0.96, 1.45)
C (-0.10, 0.30, 0.18)
N (-0.26, 0.87, -0.93)
O (-0.62, 2.23, -0.68)
N (0.28, -1.06, 0.13)
C (-0.15, -1.60, -1.18)
S (1.48, -1.67, 1.07)
H (-1.53, 1.16, 1.61)
H (-0.07, 0.31, 2.35)
H (0.33, 2.02, 1.64)
H (-1.01, 2.64, -1.53)
H (-1.23, -1.39, -1.35)
H (0.21, -2.63, -1.27)
H (0.35, -0.90, -1.98)
H (2.61, -1.22, 0.50)

SMILES = C/C(=N\O)N(C)S
HOMO energy = -8.856 eV
Kohn-Sham gap = 0.3530 Ha

---

<3>
Density functional theory data (ωB97M-V with the def2-TZVPD basis set) for a single C3H8N2OS molecule.

Atoms and positions in Å:
C (-2.17, 0.10, -0.65)
S (-0.73, -0.15, 0.46)
N (0.12, -1.41, 0.57)
C (1.51, -1.26, 0.06)
O (1.81, 0.00, -0.50)
C (1.34, 1.19, 0.14)
N (0.00, 1.18, 0.54)
H (-3.03, 0.27, -0.03)
H (-2.01, 0.93, -1.20)
H (-2.47, -0.77, -1.42)
H (-1.67, -0.32, 1.61)
H (2.14, -1.55, 0.98)
H (1.55, -1.78, -0.91)
H (1.59, 1.99, -0.62)
H (2.03, 1.59, 0.99)

SMILES = C[SH]1=NCOCN=1
HOMO energy = -8.695 eV
Kohn-Sham gap = 0.3331 Ha

---

Most stable pick: <1>. Distance to second place: 204.1 kJ/mol.

---

<1>
Density functional theory data (ωB97M-V with the def2-TZVPD basis set) for a single C3H8N2OS molecule.

Atoms and positions in Å:
H (2.59, 0.37, -1.20)
N (2.94, -0.46, -0.72)
C (2.39, -0.50, 0.42)
N (1.46, 0.37, 0.98)
S (0.79, 1.65, 0.11)
C (-0.60, 0.74, -0.49)
O (-1.45, 0.34, 0.55)
C (-2.44, -0.49, -0.02)
H (2.65, -1.30, 1.12)
H (1.18, 0.18, 1.94)
H (-1.14, 1.38, -1.22)
H (-0.19, -0.11, -1.05)
H (-3.03, 0.01, -0.79)
H (-3.10, -0.76, 0.80)
H (-2.05, -1.41, -0.41)

SMILES = [H]/N=C\NSCOC
HOMO energy = -9.395 eV
Kohn-Sham gap = 0.3744 Ha

---

<2>
Density functional theory data (ωB97M-V with the def2-TZVPD basis set) for C3H8N2OS as an isolated structure.

Atoms and positions in Å:
C (-0.11, -1.93, 0.37)
C (-1.60, -0.38, -0.56)
C (1.44, 0.80, 0.74)
N (0.82, -1.57, -0.67)
N (-0.71, 0.48, -0.74)
O (-1.45, -1.61, -0.02)
S (0.89, -0.03, -0.82)
H (-0.20, -3.04, 0.51)
H (0.01, -1.25, 1.29)
H (-2.68, -0.11, -0.67)
H (-0.54, 3.31, -1.32)
H (2.52, 0.66, 0.66)
H (1.19, 1.90, 0.82)
H (1.06, 0.23, 1.58)
H (-0.66, 2.54, -1.17)

HOMO energy = -9.098 eV
Kohn-Sham gap = 0.3647 Ha

---

<3>
Density functional theory data (ωB97M-V with the def2-TZVPD basis set) for C3H8N2OS as an isolated structure.

Atoms and positions in Å:
C (1.59, -0.92, 0.49)
C (1.18, 0.41, -0.38)
C (-1.01, -0.62, -0.74)
H (2.60, -1.59, -0.17)
H (0.47, -1.80, 0.81)
H (1.81, -0.09, 1.77)
H (1.63, 1.20, 0.15)
H (1.45, 0.25, -1.42)
H (0.14, 2.69, 0.76)
H (-0.46, -1.02, -1.59)
H (-2.59, 0.48, 1.38)
N (-0.25, 0.35, -0.03)
N (-2.29, -0.90, -0.75)
O (-0.93, 1.59, -0.53)
S (-3.35, -0.03, 0.25)

HOMO energy = -8.624 eV
Kohn-Sham gap = 0.2140 Ha

---

<4>
Density functional theory data (ωB97M-V with the def2-TZVPD basis set) for a 2-piece molecular cluster, C3H8N2OS overall.

Atoms and positions in Å:
N (0.64, -0.23, -1.65)
C (0.02, 0.42, -0.58)
C (0.22, -0.32, 0.85)
S (3.10, -0.11, 0.48)
C (-1.20, -0.27, -0.08)
N (-2.11, 0.62, 0.59)
O (-1.59, -1.34, -0.55)
H (0.11, -1.06, -1.89)
H (3.00, 1.22, 0.52)
H (1.60, -0.52, -1.50)
H (0.20, 1.48, -0.52)
H (0.50, 0.25, 1.74)
H (0.66, -1.29, 0.68)
H (-2.07, 0.63, 1.60)
H (-3.08, 0.51, 0.31)

HOMO energy = -8.770 eV
Kohn-Sham gap = 0.2043 Ha

---

Most stable pick: <1>. Distance to second place: 224.4 kJ/mol.

---

<1>
Density functional theory data (ωB97M-V with the def2-TZVPD basis set) for a single C3H8N2OS molecule.

Atoms and positions in Å:
C (-1.89, 1.30, 0.17)
N (-0.84, 0.23, -0.13)
S (-1.50, -1.49, -0.29)
C (0.42, 0.59, -0.41)
O (0.79, 1.76, -0.11)
C (1.44, -0.46, -0.70)
N (1.52, -1.22, 0.61)
H (-2.41, 1.74, -0.93)
H (-1.31, 2.30, 0.62)
H (-2.57, 0.83, 1.06)
H (-1.24, -1.88, 0.89)
H (1.22, -1.19, -1.40)
H (2.28, 0.22, -0.92)
H (1.96, -0.68, 1.28)
H (2.10, -2.05, 0.27)

SMILES = CN(S)C(=O)CN
HOMO energy = -9.264 eV
Kohn-Sham gap = 0.3572 Ha

---

<2>
Density functional theory data (ωB97M-V with the def2-TZVPD basis set) for a 2-piece molecular cluster, C3H8N2OS overall.

Atoms and positions in Å:
C (1.58, 0.93, -0.43)
C (0.17, -2.38, 1.24)
C (-0.10, 0.43, 1.17)
N (-1.72, 1.81, -1.17)
N (-2.10, 1.78, -0.05)
O (0.53, 0.08, -0.02)
S (-0.66, -0.97, 2.07)
H (2.48, 0.68, 0.19)
H (1.15, 1.97, -0.34)
H (1.88, 0.63, -1.43)
H (1.10, -2.68, 1.79)
H (0.44, -2.03, 0.29)
H (-0.50, -3.30, 1.36)
H (-0.78, 1.35, 1.19)
H (-2.28, 2.13, -1.87)

HOMO energy (alpha / beta) = -6.498 / -8.313 eV
Kohn-Sham gap (alpha / beta) = 0.2565 / 0.3324 Ha

---

<3>
Density functional theory data (ωB97M-V with the def2-TZVPD basis set) for a single C3H8N2OS molecule.

Atoms and positions in Å:
N (0.98, -0.54, -2.09)
C (1.05, -0.81, -0.76)
O (2.06, -1.04, -0.12)
C (-0.21, -0.58, 0.10)
N (-1.36, -0.11, -0.75)
C (0.18, 0.42, 1.22)
S (-1.35, 0.87, 2.17)
H (0.03, -0.39, -2.41)
H (1.71, 0.05, -2.47)
H (-0.32, -1.62, 0.44)
H (-1.14, 0.88, -0.86)
H (-2.12, -0.11, -0.07)
H (0.73, -0.13, 1.98)
H (0.65, 1.25, 0.72)
H (-0.88, 1.89, 2.90)

SMILES = NC(=O)[C@H](N)CS
HOMO energy = -9.416 eV
Kohn-Sham gap = 0.3705 Ha

---

<4>
Density functional theory data (ωB97M-V with the def2-TZVPD basis set) for a single C3H8N2OS molecule.

Atoms and positions in Å:
C (-1.24, -0.83, -1.70)
N (-0.66, -0.03, -0.51)
S (-0.59, 1.64, -0.69)
C (0.24, -0.63, 0.25)
O (0.41, -1.85, 0.30)
C (0.87, 0.23, 1.11)
N (1.87, -0.40, 1.97)
H (-2.41, -0.28, -1.83)
H (-0.70, -0.55, -2.67)
H (-1.04, -1.86, -1.54)
H (-1.80, 1.95, 0.05)
H (0.17, 0.88, 1.78)
H (1.39, 1.00, 0.61)
H (1.06, -0.78, 2.79)
H (1.92, -1.38, 1.18)

SMILES = CN(S)C(=O)CN
HOMO energy = -9.695 eV
Kohn-Sham gap = 0.3689 Ha

---

Most stable pick: <3>. Distance to second place: 236.2 kJ/mol.